Computed, not measured: a structure of composition H6KO3, with ωB97M-V/def2-TZVPD.

Computed properties:
- orbital gap (eV) = 9.95
- maximum force (eV Å⁻¹) = 0.48
- LUMO level (eV) = -4.38
- net charge = +1
- relative energy (zero: lowest compared OMol25 entry of this formula, charge and spin) (kcal/mol) = 32.2

Atoms and positions in Å:
1 K -1.113 2.229 -1.370
2 O 3.813 1.338 -0.893
3 H 3.417 1.028 -0.078
4 H 3.502 0.725 -1.559
5 O -3.809 -1.197 -1.481
6 H -3.494 -2.028 -1.127
7 H -4.524 -1.441 -2.069
8 O 0.832 0.106 2.664
9 H 1.285 -0.737 2.659
10 H 0.090 -0.023 3.255

These are the Mulliken partial charges, in e, on atoms 1 to 5: 0.985, -0.629, 0.319, 0.312, -0.645

---

Computed, not measured: a cluster of 2 separate species, H6N2 in total, with ωB97M-V/def2-TZVPD.

Computed properties:
- orbital gap (eV) = 10.63
- maximum force (eV Å⁻¹) = 0.61
- LUMO level (eV) = 0.98
- SMILES string = N.N
- relative energy (zero: lowest compared OMol25 entry of this formula, charge and spin) (kcal/mol) = 2.1

Atoms and positions in Å:
1 N -0.940 0.235 -1.153
2 H -1.795 0.091 -0.606
3 H -1.192 0.110 -2.139
4 H -0.673 1.217 -1.036
5 N 1.333 -0.290 1.418
6 H 0.458 -0.569 1.874
7 H 1.729 -1.134 0.992
8 H 1.080 0.340 0.650

These are the Mulliken partial charges, in e, on atoms 1 to 5: -0.675, 0.218, 0.228, 0.235, -0.701

---

Computed, not measured: a cluster of 2 separate species, H6N3O2P in total at a distorted geometry, with ωB97M-V/def2-TZVPD.

Computed properties:
- orbital gap (eV) = 9.92
- maximum force (eV Å⁻¹) = 5.82
- LUMO level (eV) = 0.88
- SMILES string = N[P@H](=O)O.[H]/N=N\[H]
- relative energy (zero: lowest compared OMol25 entry of this formula, charge and spin) (kcal/mol) = 7.4

Atoms and positions in Å:
1 N -1.777 0.966 -0.234
2 P -1.311 -0.614 0.134
3 O -0.453 -0.481 1.313
4 O -0.577 -1.346 -1.034
5 H -0.974 1.479 0.089
6 H -1.950 1.229 -1.197
7 H -2.596 -1.091 0.044
8 H 0.365 -1.251 -1.066
9 H 2.386 1.069 1.357
10 N 2.528 0.984 0.313
11 N 2.357 -0.083 -0.136
12 H 2.002 -0.860 0.417

These are the Mulliken partial charges, in e, on atoms 1 to 5: -0.569, 0.665, -0.594, -0.461, 0.278